Entry 1:
Below is a 2-piece molecular cluster, C2HFIN overall, with properties calculated with ωB97M-V/def2-TZVPD.

Output
gap between HOMO and LUMO = 8.939 eV
highest occupied orbital energy = -10.1 eV
energy = -528.983466 Ha
LUMO level = -1.12 eV

```
! RIJCOSX wB97M-V def2-TZVPD def2/J DEFGRID3
* xyz 0 1
I -1.14408 -1.60469 -2.20034
F 1.37209 -0.17737 -1.72444
N -1.27785 2.06008 -1.47069
C -0.52692 1.20025 -1.32486
C 0.12228 -0.05145 -1.28861
H 0.50960 -0.87282 0.17430
*
```

=====

Entry 2:
Below is a 3-piece molecular cluster, C40H62BrClF7O15PS2 overall, with properties calculated with ωB97M-V/def2-TZVPD.

Output
structure (SMILES) = COCCCCCCCCCc1c(Br)c(CCCCS(=O)(=O)Cl)c(S(=O)(=O)C(F)(F)C(F)(F)C(F)(F)F)c2c1C(=O)C(P(C)O)=C(O)C2=O.COCCOCCOC.COCCOCCOC
gap between HOMO and LUMO = 7.031 eV
highest occupied orbital energy = -8.7 eV
energy = -7560.592762 Ha
LUMO level = -1.67 eV

```
! RIJCOSX wB97M-V def2-TZVPD def2/J DEFGRID3
* xyz 0 1
Br -0.11492 4.03784 0.38122
Cl 1.03181 0.67326 -3.98592
S -0.82157 -0.00226 -4.64165
S -3.91349 -0.40162 0.56348
P 1.49093 -2.64505 4.88685
F -5.07865 1.69792 1.58768
F -7.73070 -0.55454 -1.63795
F -5.98051 -0.16418 2.30803
F -8.45378 -0.87016 0.47255
F -6.62604 -1.82253 -0.23180
F -6.19478 1.35810 -0.97203
F -7.55267 1.42456 0.73656
O -0.11141 -5.42341 -4.20218
O 6.71664 1.78007 -7.04657
O -0.64407 -1.42801 -4.93703
O -3.10549 5.32701 11.71887
O -3.31194 -1.64558 3.50243
O -0.20205 -8.16597 -5.51209
O -1.12945 -3.57675 3.73914
O 5.76138 -1.08543 -6.65279
O -3.79954 -0.25600 -0.90025
O 2.56830 -1.73049 5.79516
O -0.00551 -5.65836 -7.23058
O -3.88669 -1.83777 0.82109
O -1.24045 0.66777 -5.86962
O 0.75676 0.65401 5.00912
O 3.74143 1.15936 -6.97846
C -1.15879 -5.48841 -6.41102
C 1.68341 4.05309 4.99228
C 0.10075 -1.55841 4.22807
C 5.14327 -0.31611 -5.62658
C -5.45999 0.41825 1.18703
C -1.26887 -9.01944 -5.88376
C -1.76712 -0.05633 2.43864
C -1.78709 2.28975 -1.89536
C 6.09244 -0.43668 -7.87635
C -0.75056 4.99543 10.93387
C -2.06971 0.12043 -3.30359
C -2.47029 0.46736 1.25821
C -0.76724 2.39674 1.19006
C -0.89022 5.23264 9.36836
C 0.17666 0.00344 4.17929
C 0.87856 3.54492 6.26533
C 2.34259 -3.30742 3.32323
C -2.19135 -1.32169 3.22589
C -7.36181 -0.68919 -0.33035
C -0.57046 0.63774 2.94643
C 1.24126 2.60335 2.80847
C -1.95853 1.71551 0.66504
C 7.14537 0.66318 -7.80787
C 7.63285 2.20767 -6.05533
C -0.18215 4.08998 8.51658
C 3.74719 0.22191 -5.91665
C -0.96652 -4.73391 -5.10125
C 0.76139 -7.94413 -6.52828
C -4.08943 4.73458 12.58163
C -6.60183 0.62474 0.11818
C -2.06045 4.36633 11.55997
C -2.64360 2.41226 -0.56848
C 2.79635 0.88594 -8.00005
C 0.86058 3.90138 3.64329
C 0.95184 -4.64186 -3.69021
C 1.05948 -6.46410 -6.73888
C -1.00434 -2.20272 3.75650
C -2.60791 1.59070 -3.08019
C 0.42859 4.74980 7.20045
C -0.02910 1.85100 2.34711
H -3.69461 2.07849 -0.72287
H 1.91850 1.95682 3.42843
H -4.31200 3.69350 12.21071
H -3.71143 1.61757 -2.87404
H 6.49147 -1.22727 -8.51858
H 8.24077 3.02758 -6.44643
H 0.45362 -8.38419 -7.48169
H -1.94088 -4.62153 -4.61178
H 7.05952 2.57663 -5.20325
H -4.98256 5.40484 12.56185
H 1.88137 2.95010 1.94963
H -2.41448 2.20071 -4.00121
H 5.18940 -0.08760 -8.37730
H 1.51030 2.86243 6.89707
H 3.06826 -0.61666 -6.11306
H 5.81134 0.47776 -5.29218
H -2.68960 3.50398 -0.29491
H 1.49102 -6.01738 -5.84284
H -1.57116 3.33375 -2.24353
H 0.65442 -4.19786 -2.73917
H 3.20767 1.23080 -8.94950
H 8.27975 1.39861 -5.70482
H 0.06153 4.24851 11.14647
H -0.92321 3.29865 8.23608
H -0.40659 5.30879 6.69741
H -1.85825 -4.90511 -7.01773
H 1.07322 4.81584 3.03034
H -1.56342 -0.23521 -2.36225
H 5.05483 -0.99550 -4.77274
H 7.34390 1.01572 -8.82553
H -1.76420 3.92010 12.54780
H -0.46845 5.93644 11.47105
H -0.59943 -3.72562 -5.31453
H -1.05572 -10.03925 -5.55264
H 3.37251 0.73272 -5.02345
H 1.87120 1.42514 -7.79631
H 1.81008 -5.29512 -3.52508
H 2.17126 -4.41644 3.27343
H 1.25454 -3.84510 -4.37719
H 1.68625 -8.44267 -6.21868
H 0.64540 3.65384 9.13015
H 2.86183 -0.92522 5.32854
H 2.60345 3.40371 4.91420
H -2.93805 -0.56310 -3.46740
H -0.81759 1.76231 -1.70570
H 0.00895 2.93479 5.91721
H 1.84206 -6.39685 -7.50059
H 2.57487 -0.18214 -8.09060
H -3.73980 4.68858 13.65159
H -1.45860 -9.00941 -6.96067
H -1.65259 -6.44647 -6.24731
H -0.47453 6.25080 9.12956
H 1.84059 -2.86499 2.42808
H -2.17068 -8.67156 -5.37746
H -0.24861 3.88736 3.83826
H -1.96644 5.24378 9.05221
H 1.29560 5.40875 7.46766
H 2.05610 5.09904 5.14473
H 3.45127 -3.16137 3.34591
H -2.39737 3.51655 10.90301
H -0.94192 -3.94149 4.62714
H 8.07657 0.24064 -7.41850
*
```

=====

Entry 3:
Below is C40H40CoN3O2P2 as an isolated structure, with properties calculated with ωB97M-V/def2-TZVPD.

Output
gap between HOMO and LUMO (spin up / spin down) = 8.251 / 8.701 eV
<S²> = 0.809
highest occupied orbital energy (spin up / spin down) = -10.5 / -10.5 eV
energy = -3928.371331 Ha
LUMO level (spin up / spin down) = -2.24 / -1.83 eV

```
! RIJCOSX wB97M-V def2-TZVPD def2/J DEFGRID3
* xyz 1 2
Co -0.20029 -0.34682 0.19460
P -2.35339 0.14420 -0.53086
P 1.90464 -1.07372 0.06894
O -1.36576 -2.96571 2.42754
O -0.60439 -2.44768 0.37919
N 0.30179 -0.30608 2.29422
N -0.99824 -4.73302 -0.66903
N 2.08277 -1.67263 1.65619
C 3.44750 -0.14480 -0.17364
C -2.00732 4.47115 0.78274
C -0.37058 0.36484 3.24201
C 1.68648 -2.39652 -2.32554
C -0.07762 0.27526 4.58219
C 1.34180 -1.05710 2.66992
C 0.97207 -0.55347 4.96766
C 4.53450 -0.67202 -0.87166
C -1.06838 2.39678 -0.02256
C -1.63652 -1.78462 -4.00714
C -2.70248 2.30300 -3.09304
C -3.47738 2.65609 0.23872
C -1.71080 -0.81915 -4.99980
C -4.40417 -0.71748 1.18740
C 2.21853 -4.70685 -2.72919
C 1.69798 -1.22043 4.00759
C -1.86691 -1.41316 -2.69401
C -2.37002 1.89407 -0.10174
C -3.50967 -0.34429 2.33552
C 1.76003 -3.47940 -3.19047
C 2.52574 -3.76931 -0.53429
C 5.71998 0.04469 -0.96314
C -3.29483 3.95789 0.68566
C 5.82879 1.28914 -0.35689
C -6.53550 -1.56576 0.40374
C 0.06751 1.50033 -0.45871
C -1.16206 -4.72687 0.78437
C 2.08031 -2.53284 -0.99458
C -2.30155 0.87247 -3.35030
C 2.59902 -4.85179 -1.40035
C -2.04040 0.48350 -4.66471
C 3.56706 1.10505 0.43332
C -2.19679 -0.09898 -2.34398
C -5.67052 -1.23653 1.43669
C -1.08348 -3.30355 1.32142
C -4.88314 -0.86113 -1.18102
C -0.90534 3.70057 0.42915
C 4.75229 1.81584 0.34414
C -4.00355 -0.53657 -0.14693
C -6.14335 -1.37258 -0.91122
H -2.55535 -0.86935 2.27538
H -1.17037 0.99927 2.88578
H 1.45801 -3.36224 -4.22305
H 2.98861 -2.00450 1.95624
H -1.86073 5.48236 1.14036
H 2.81318 -3.89577 0.50241
H -4.14537 4.56445 0.96619
H -1.39930 -2.81279 -4.24950
H -2.11318 1.22924 -5.44707
H 2.28254 -5.54912 -3.40574
H -2.09289 -5.17043 1.13517
H 0.09254 4.11856 0.50422
H -3.61340 2.36154 -2.49814
H 6.75154 1.84899 -0.43096
H 4.45748 -1.63813 -1.35296
H -1.88008 -4.86281 -1.14800
H -0.48683 -3.02305 -0.42911
H -2.88137 2.81454 -4.03724
H -3.31150 0.73026 2.33563
H -1.81752 -2.16620 -1.91608
H 0.10906 1.45906 -1.55684
H 2.53410 -1.85398 4.27323
H -1.93071 2.85416 -2.55275
H 1.31193 -1.44310 -2.68442
H 1.23008 -0.66444 6.01273
H -0.35390 -5.44215 -0.99032
H 1.01786 1.94261 -0.15409
H 4.83582 2.78436 0.81936
H -6.81302 -1.61468 -1.72580
H -3.97130 -0.60273 3.28738
H -4.58314 -0.71491 -2.21087
H -7.51549 -1.96627 0.62811
H -5.98278 -1.37887 2.46424
H -0.34537 -5.27129 1.26084
H 2.96162 -5.80656 -1.04104
H -1.52571 -1.07916 -6.03398
H 6.55827 -0.36902 -1.50771
H -0.65254 0.83621 5.30438
H 2.73676 1.51728 0.99434
H -4.47290 2.23077 0.17221
*
```

=====

Question: What is the energy in the second record?
Answer: -7560.592762 Ha